This record from OMol25 describes a structure of composition C4H6N2O at a distorted geometry. The level of theory is ωB97M-V/def2-TZVPD.

The energy relative to the best compared isomer or geometry (same formula, charge and spin) comes out at 7.621 eV. For the HOMO-LUMO gap, the calculation gives 8.2 eV. As for the spin multiplicity: 1. As for the total energy: -340.51486 a.u.

Element x y z (Å)
N 1.58 -1.80 0.17
N -0.54 -0.53 0.73
C 1.23 -0.14 0.13
C -1.57 0.03 0.38
C 1.28 0.93 -0.66
C -2.58 0.76 0.00
O 2.03 -0.64 1.04
H 2.40 -1.94 -0.42
H -0.44 -1.53 0.90
H 2.08 1.65 -0.51
H 0.57 1.08 -1.45
H -2.79 0.93 -1.04
H -3.24 1.20 0.73